No. 1
{
  "formula": "C42H55BBaN10O2S5",
  "method": "ωB97M-V with the def2-TZVPD basis set",
  "largest_force_ev_per_a": 3.65,
  "mol_weight_g_mol": 1040.45,
  "total_charge": -2,
  "multiplicity": 1,
  "homo_ev": -1.863,
  "total_energy_ha": -4372.9189,
  "elements": ["C", "N", "C", "H", "C", "C", "C", "H", "C", "C", "N", "C", "S", "H", "H", "H", "C", "C", "N", "C", "H", "H", "H", "H", "H", "C", "H", "H", "H", "C", "H", "C", "H", "C", "C", "C", "S", "H", "N", "C", "C", "H", "H", "C", "Ba", "H", "H", "C", "O", "S", "H", "C", "C", "H", "C", "C", "H", "H", "H", "N", "C", "C", "H", "S", "H", "H", "H", "C", "H", "H", "H", "H", "H", "H", "C", "C", "B", "H", "H", "H", "C", "H", "H", "C", "H", "H", "H", "S", "C", "C", "C", "C", "C", "H", "H", "N", "H", "H", "H", "N", "O", "C", "C", "H", "H", "H", "H", "H", "C", "N", "N", "H", "C", "C", "H", "N"],
  "positions_angstrom": [[0.63471, -5.29206, 1.44524], [-3.92621, 0.25245, 0.96285], [3.35074, 0.66665, 4.91323], [4.83718, -0.14035, -2.59544], [-3.69612, -3.27222, -3.70663], [-4.49551, -0.71985, -1.23032], [-5.19338, -1.87913, 0.94757], [-6.72210, 0.26953, 1.22598], [-2.84861, 2.07766, 1.69510], [-3.95638, -4.42329, -2.96376], [-1.90991, 1.05604, 1.46028], [-0.62745, 6.92387, -0.94013], [3.39721, -2.24433, -3.21960], [-1.07666, 7.59138, -1.68704], [4.31292, 1.23478, -3.54699], [-0.12098, 4.32436, -3.03908], [-2.99833, -4.98980, -2.13646], [-2.35994, 5.40805, -1.69359], [3.43426, -2.24814, -0.30059], [0.10293, 4.91705, 0.94601], [2.40407, -1.28724, 1.11889], [-5.29157, -1.28313, -1.74032], [3.96617, -5.55558, -2.14580], [-0.24341, 6.05416, -3.34375], [1.03204, 5.55567, -2.21357], [-0.88034, 5.49129, -1.35212], [4.06750, 2.64646, 4.42179], [0.40701, 5.94354, 1.07337], [5.87357, 1.24052, -2.91768], [5.08733, 0.62473, 0.08552], [4.21056, -0.09186, 6.78710], [3.89469, 2.05158, 5.26439], [-3.31887, -2.30097, -6.02221], [-0.92946, -0.75418, -4.18801], [0.30384, 3.71901, 1.61910], [-6.31827, 0.17694, 0.22106], [-1.77724, -1.52579, 0.78688], [-0.11590, -5.91715, 0.92326], [0.39402, 1.12101, 2.71224], [-0.16051, 0.39268, 3.76495], [3.25057, -0.20251, 6.19421], [-3.09306, -5.86805, -1.53681], [4.42848, 0.62899, 3.06248], [-2.40260, -2.74793, -3.75557], [0.70472, -1.25514, -1.78310], [2.85190, -5.50713, 3.97478], [-2.96793, 6.01312, -1.02697], [4.37222, 0.01731, 3.93651], [2.76001, 0.97148, -1.06357], [2.86343, 2.18689, 2.06470], [3.10083, 2.52279, 5.88226], [4.86477, 0.94601, -2.64485], [1.29888, -5.77787, 2.57015], [-2.64114, 4.40355, -1.58686], [-2.56815, -0.04604, 1.01794], [2.14620, -3.42386, 1.42884], [-4.91366, -4.86249, -2.95388], [-1.16914, 0.01654, 3.67540], [0.96158, -6.77917, 2.89013], [1.99916, 0.69952, 4.23780], [0.03009, 5.28515, -2.56968], [2.71491, -3.87499, 2.65035], [-3.60236, -1.36457, -1.37508], [-1.20568, 2.27724, -1.69459], [-2.49813, 2.99578, 2.11838], [-1.15707, 7.17125, -0.04777], [3.09537, -1.26865, 6.00312], [-1.92839, -1.62933, -4.63454], [-2.84060, -0.30791, -7.66702], [-4.20690, -2.46011, 0.95732], [6.03481, 0.41421, -0.40885], [0.67508, 3.58693, 2.62404], [-0.94305, -4.51238, -1.46351], [0.14763, 0.42890, 0.57648], [1.73053, 1.25013, 3.01531], [2.38120, -5.12879, 3.12420], [-0.36670, 1.25897, 1.27187], [4.53772, -0.31270, 0.21806], [-6.36235, 1.17215, -0.14909], [-1.21991, 1.35848, -6.94800], [-4.04869, 1.61293, 1.40174], [-4.37750, 0.27138, -1.71943], [4.12777, -1.00288, 3.72905], [-0.51850, 3.14435, -0.40709], [-5.03263, 2.11321, 1.38285], [-2.70201, 5.69327, -2.73685], [-5.49514, -1.61791, 1.98279], [4.14293, 1.59043, -1.09249], [-1.74136, -4.33353, -2.18314], [2.73337, -2.27456, 0.77324], [-4.95798, -0.57870, 0.19522], [1.00082, -4.04375, 0.81500], [-2.62287, -1.48790, -5.82935], [3.48792, -3.22337, 3.03740], [-0.16275, 1.17149, -4.70198], [3.83123, -3.48544, -0.82512], [4.19492, -4.71304, -3.62278], [4.82324, 1.93212, 5.85669], [5.28333, 1.18375, 0.99221], [-1.45068, -3.29394, -2.94078], [0.39548, -3.50576, -0.14294], [-2.35881, -0.42170, -6.70557], [3.95725, -3.53607, -2.11530], [5.39050, -0.01293, 4.39388], [-5.94939, -2.53238, 0.48690], [0.70143, -0.41604, 5.59305], [0.41905, 7.20147, -0.75386], [-7.06181, -0.42923, -0.32104], [-1.38663, 0.50891, -6.25964], [4.34098, -4.73077, -2.60203], [-0.11305, 2.70085, 0.82491], [2.49245, 0.25694, 6.91293], [-0.77990, 0.32798, -5.02143], [0.72542, 0.11325, 4.69953], [-4.44799, -2.80712, -4.35276], [-0.44731, 4.53454, -0.32007]]
}


No. 2
{
  "formula": "C42H55BCoN6O4SeSi",
  "method": "ωB97M-V with the def2-TZVPD basis set",
  "largest_force_ev_per_a": 0.72,
  "mol_weight_g_mol": 884.73,
  "total_charge": -1,
  "multiplicity": 5,
  "s2": 6.013,
  "homo_ev": [-4.495, -5.636],
  "total_energy_ha": -6361.6347,
  "elements": ["N", "H", "H", "C", "C", "H", "C", "H", "H", "C", "H", "C", "C", "H", "C", "N", "C", "H", "N", "H", "C", "H", "C", "C", "C", "C", "Co", "H", "C", "H", "H", "C", "C", "C", "C", "H", "H", "H", "H", "O", "C", "H", "C", "C", "H", "C", "H", "C", "C", "C", "C", "H", "H", "H", "C", "H", "N", "C", "Si", "C", "H", "H", "H", "H", "H", "H", "C", "C", "H", "C", "H", "N", "Se", "H", "C", "O", "H", "H", "O", "H", "C", "H", "C", "H", "H", "H", "H", "H", "H", "H", "C", "C", "H", "C", "C", "H", "H", "C", "H", "C", "H", "B", "H", "C", "H", "N", "O", "H", "H", "H", "H"],
  "positions_angstrom": [[-2.51141, 0.88013, -0.65681], [2.36721, -1.01136, -1.58189], [1.71940, -3.33755, -4.42235], [0.40988, 0.98229, 6.67048], [-0.75548, 5.35458, 3.49915], [-0.60569, -2.75097, -0.33963], [2.79045, 2.88676, 2.27034], [-1.90818, 7.01234, 2.76630], [-2.45818, -4.12521, 1.56432], [2.71903, -0.78026, -4.32068], [3.08786, 0.72538, -0.41499], [-1.19452, 5.00241, -1.18963], [-1.51803, -3.13752, -0.78726], [2.79779, -2.55535, -2.29363], [1.52168, -1.36302, -3.55864], [-0.02193, 0.16992, -2.32219], [-2.64685, 5.12888, 2.04395], [-2.19196, 4.63553, -1.40692], [-0.58965, 2.61995, -0.63725], [0.09920, -2.98449, -3.81423], [0.94044, 4.09927, -0.08134], [-0.76885, 5.40711, -2.10962], [0.95850, -2.56087, -4.33308], [-2.59353, -3.04729, 1.46457], [0.45243, -0.29730, -3.46934], [-1.06382, 1.24693, -3.94575], [0.10469, -0.15946, -0.18629], [3.13434, 0.07629, -3.78892], [-0.18894, 0.35997, -4.53543], [2.07336, 2.30513, 2.84552], [0.13439, 1.29847, 7.66884], [-4.76757, 1.92347, -0.93714], [1.92337, -0.15097, 5.18742], [-3.98401, -3.41111, -0.56372], [-0.61265, 3.97447, 3.52512], [-1.90963, 2.15267, -5.66495], [-0.03530, 0.21110, -5.58896], [0.18472, 3.53791, 4.11087], [-4.31254, 1.92799, 2.71193], [0.28538, -2.85242, 3.04397], [-2.75376, -2.68523, -0.00908], [-3.81539, -4.48706, -0.51482], [-3.85597, 0.78293, -0.63581], [-4.18187, -0.51854, -0.33407], [-6.29547, 0.72156, 3.46554], [-1.78191, 5.93638, 2.77058], [-1.57562, -2.82421, -1.83243], [-2.95893, -1.19690, -0.18937], [-5.31505, 0.29248, 3.62957], [-2.00342, 2.21488, -4.58258], [1.09426, 0.15924, 4.11705], [4.14037, 0.84958, 0.99445], [1.19820, -2.33185, -1.62498], [-1.43270, -4.22331, -0.74405], [-0.41857, 1.27446, 5.60103], [3.75616, 3.12951, -1.03786], [0.46120, 1.92056, -0.11538], [-2.79960, -0.79576, 4.03951], [-1.28974, 1.26831, 2.91275], [-2.48034, 3.75369, 2.05068], [2.48022, 0.35297, 1.20167], [-0.06636, 5.97663, 4.05611], [0.64421, -2.27101, -5.33728], [2.43148, -0.45216, -5.32095], [-5.17345, -0.92232, -0.24273], [2.22274, 0.01845, 7.30158], [-1.48522, 3.13993, 2.81929], [3.12449, 1.01831, 0.63556], [-1.82391, -1.24661, 4.18159], [-3.92775, -1.46994, 4.48076], [-3.44101, 5.57417, 1.45749], [-1.96492, -0.33013, -0.35331], [1.38873, -2.69943, 1.86303], [-6.07061, -1.45855, 4.61573], [1.98744, -1.83510, -2.18477], [2.86444, -2.30069, 2.40758], [-4.87607, -3.18671, 0.02195], [-3.03823, 2.00077, -4.31422], [0.89458, -1.29683, 0.99743], [-4.69035, 2.23395, -1.97936], [3.80070, 3.32873, 0.03360], [3.50067, -1.53514, -4.41889], [-2.90531, 0.44695, 3.40281], [3.78175, 2.70319, 2.68732], [2.55105, 3.94463, 2.39231], [-3.12511, 3.14258, 1.42973], [-4.17571, -3.13987, -1.60331], [-4.54505, 2.79484, -0.32038], [-1.72050, -2.57763, 1.91343], [-3.48052, -2.75188, 2.02432], [1.39791, 2.81057, 0.22042], [-0.30691, 3.93687, -0.63716], [1.44972, 5.03299, 0.07639], [1.58438, 0.26529, 6.46221], [-0.08214, 0.87486, 4.30036], [-1.34228, 1.81366, 5.77842], [-3.81871, -2.42811, 4.97121], [-4.18509, 0.97001, 3.19822], [4.79970, 3.07439, 0.38951], [-5.18877, -0.92957, 4.27603], [-5.79410, 1.61897, -0.74302], [-1.66927, 1.89316, -1.46610], [-1.78930, 3.23844, -4.27526], [2.76206, 2.48869, 0.79042], [-1.27732, 5.81405, -0.46881], [-0.94536, 1.12130, -2.61228], [1.35785, -3.89202, 0.76568], [2.80604, -0.74727, 5.00460], [1.36705, -0.19411, 3.13610], [-2.41234, 2.69986, -1.93545], [3.64946, 4.39667, 0.18813]]
}